Entry 1:
ORCA calculation (ωB97M-V with the def2-TZVPD basis set) on an isolated molecule of C9H17N3O5 at a distorted geometry.

Computed properties:
E_HOMO   -0.3586 hartree
F_max   3.64 eV/A
Frontier orbital gap   0.37480 Ha
SMILES   C[C@@H](O)[C@H](NC(=O)[C@@H](N)CCC(N)=O)C(=O)O
ΔE to the lowest compared entry with this formula, charge and spin   2.531 eV

Cartesian coordinates (Å):
C  -1.987  -2.531  0.808
C  -1.082  -1.429  0.337
O  -0.330  -1.952  -0.779
C  -1.630  0.004  -0.132
N  -1.121  1.065  0.647
C  -0.025  1.863  0.514
O  0.321  2.486  1.535
C  0.852  1.882  -0.759
N  1.794  3.040  -0.814
C  1.659  0.486  -0.913
C  2.416  0.066  0.319
C  2.991  -1.258  0.065
N  4.209  -1.433  0.657
O  2.415  -2.106  -0.638
C  -3.245  -0.061  -0.229
O  -3.910  -1.016  -0.532
O  -3.848  1.167  -0.141
H  -2.617  -2.928  0.045
H  -1.259  -3.320  1.128
H  -2.474  -2.576  1.790
H  -0.517  -1.324  1.298
H  0.606  -1.886  -0.650
H  -1.428  0.196  -1.177
H  -1.596  1.407  1.561
H  0.233  1.805  -1.597
H  1.529  3.680  -1.534
H  1.738  3.453  0.120
H  2.437  0.529  -1.722
H  1.046  -0.427  -1.157
H  1.731  0.121  1.167
H  3.147  0.781  0.657
H  4.707  -0.534  0.867
H  4.781  -2.177  0.345
H  -3.117  1.729  -0.187

Forces on atoms 1 to 3 (eV/Å):
C 0.7 -2.2 0.9
C 0.6 0.6 0.0
O -1.9 0.0 0.7

Mulliken population analysis, charges in e, atoms 1 to 2: -1.74 0.62

Entry 2:
ORCA calculation (ωB97M-V with the def2-TZVPD basis set) on the ion C9H17N4O2 with charge +1 at a distorted geometry.

Computed properties:
E_HOMO   -0.4771 hartree
F_max   3.68 eV/A
Frontier orbital gap   0.35535 Ha
SMILES   CC1(C)C[NH2+]C[C@H]2[C@H]1N=N[C@]2(N)C(=O)O
ΔE to the lowest compared entry with this formula, charge and spin   1.338 eV
Net charge   +1

Cartesian coordinates (Å):
C  -2.613  1.630  0.415
C  -1.559  0.702  -0.217
C  -1.424  0.795  -1.773
C  -2.103  -0.841  0.023
N  -1.080  -1.927  -0.140
C  0.279  -1.707  0.576
C  0.737  -0.365  -0.129
C  -0.190  0.764  0.394
N  0.625  1.915  0.118
N  1.809  1.639  0.211
C  2.081  0.226  0.398
N  2.237  0.088  1.859
C  3.268  -0.351  -0.531
O  3.043  -1.421  -1.091
O  4.395  0.332  -0.680
H  -2.128  2.578  0.246
H  -2.817  1.359  1.410
H  -3.469  1.644  -0.240
H  -0.724  1.651  -2.080
H  -2.328  0.960  -2.242
H  -1.289  -0.204  -2.122
H  -2.498  -1.024  1.054
H  -3.030  -0.874  -0.645
H  -0.935  -2.122  -1.210
H  -1.544  -2.708  0.311
H  0.898  -2.560  0.182
H  0.109  -1.502  1.729
H  0.767  -0.423  -1.208
H  -0.191  0.503  1.506
H  2.736  0.856  2.266
H  2.574  -0.827  2.048
H  4.367  1.214  -0.439

Forces on atoms 1 to 3 (eV/Å):
C 1.7 -0.2 -2.6
C -1.1 -2.6 -0.4
C 1.3 1.5 1.7

Mulliken population analysis, charges in e, atoms 1 to 2: -1.89 1.51

Entry 3:
ORCA calculation (ωB97M-V with the def2-TZVPD basis set) on a structure of composition C9H17N4O2 at a distorted geometry.

Computed properties:
E_HOMO (spin up / spin down)   -0.3656 / -0.4304 hartree
F_max   4.72 eV/A
Frontier orbital gap (spin up / spin down)   0.26785 / 0.21453 Ha
Spin multiplicity   3
ΔE to the lowest compared entry with this formula, charge and spin   0.500 eV
Net charge   +1

Cartesian coordinates (Å):
C  0.697  -0.744  0.453
C  0.009  0.521  -0.087
C  4.164  1.135  0.462
C  0.212  -1.147  1.771
C  -1.902  0.048  1.338
C  1.337  -1.336  -0.546
C  -1.531  0.634  0.009
C  -1.924  2.201  -0.113
C  -2.116  -0.039  -1.236
N  1.300  -0.582  -1.756
N  2.350  -3.004  -0.454
N  0.591  0.666  -1.507
N  -0.758  -0.142  2.159
O  4.964  1.117  1.245
O  3.324  1.142  -0.333
H  -0.385  -2.121  1.449
H  0.927  -1.325  2.501
H  -2.590  0.659  1.885
H  -2.428  -0.857  1.166
H  -1.895  2.765  0.821
H  -2.903  2.226  -0.391
H  -1.231  2.814  -0.763
H  -3.036  -0.613  -0.963
H  -1.406  -0.740  -1.626
H  -2.576  0.644  -1.943
H  2.262  -0.253  -2.174
H  2.300  -3.307  -1.458
H  1.993  -3.598  0.322
H  -0.198  0.742  -2.162
H  1.269  1.401  -1.515
H  -1.068  -0.386  3.011
H  0.249  1.479  0.437

Forces on atoms 1 to 3 (eV/Å):
C -0.2 1.4 -1.8
C 0.5 2.1 0.8
C -2.0 0.0 -1.8

Mulliken population analysis, charges in e, atoms 1 to 2: 0.34 -0.74

Entry 4:
ORCA calculation (ωB97M-V with the def2-TZVPD basis set) on a structure of composition C9H17NO2P at a distorted geometry.

Computed properties:
E_HOMO   -0.4296 hartree
F_max   5.14 eV/A
Frontier orbital gap   0.33330 Ha
ΔE to the lowest compared entry with this formula, charge and spin   0.000 eV
Net charge   +1

Cartesian coordinates (Å):
C  0.559  -1.412  1.123
C  -0.508  -2.144  0.735
C  0.605  -0.007  1.024
C  -1.610  -1.385  0.058
C  -0.786  0.684  1.080
C  -1.753  -0.084  0.165
C  -3.548  0.202  -1.358
C  3.580  0.115  0.418
C  1.586  -0.607  -1.753
N  -0.653  2.208  0.790
O  1.573  1.945  -0.561
O  -2.464  0.778  -0.495
P  1.865  0.502  -0.277
H  1.522  -1.767  1.647
H  -0.625  -3.175  0.874
H  1.134  0.328  1.979
H  -2.270  -2.039  -0.535
H  -1.123  0.609  2.113
H  -3.327  -0.825  -1.591
H  -3.502  0.941  -2.222
H  -4.534  0.224  -0.824
H  3.641  -0.901  0.862
H  4.271  0.310  -0.409
H  3.717  0.582  1.353
H  1.633  -1.609  -1.333
H  0.495  -0.361  -2.146
H  2.290  -0.403  -2.520
H  0.397  2.046  0.076
H  -0.741  2.793  1.564
H  -1.425  2.453  0.162

Forces on atoms 1 to 3 (eV/Å):
C 0.9 -4.1 1.4
C 0.3 3.1 0.0
C 1.2 3.6 1.2

Mulliken population analysis, charges in e, atoms 1 to 2: -0.99 -0.74

Entry 5:
ORCA calculation (ωB97M-V with the def2-TZVPD basis set) on a structure of composition C9H18BInNO3.

Computed properties:
E_HOMO   -0.1453 hartree
F_max   0.93 eV/A
Frontier orbital gap   0.25917 Ha
ΔE to the lowest compared entry with this formula, charge and spin   0.000 eV
Net charge   -1

Cartesian coordinates (Å):
C  1.169  -2.973  3.438
C  0.722  -1.884  3.637
C  0.255  -0.519  3.863
C  -1.168  -0.286  3.352
C  -1.371  -0.320  1.816
In  0.366  0.095  0.461
C  0.394  -1.595  -1.076
C  -0.949  -1.800  -1.663
O  -1.999  -1.361  -1.263
O  -0.973  -2.603  -2.821
B  0.088  2.035  -0.774
O  -0.562  3.123  -0.241
N  0.538  2.246  -2.185
C  1.893  1.786  -2.436
C  -0.377  1.673  -3.160
H  1.657  -3.914  3.333
H  0.972  0.197  3.469
H  0.243  -0.391  4.954
H  -1.513  0.675  3.741
H  -1.809  -1.049  3.804
H  -1.804  -1.278  1.533
H  -2.118  0.436  1.574
H  1.944  0.102  1.313
H  1.089  -1.407  -1.893
H  0.665  -2.522  -0.565
H  -1.465  -2.099  -3.481
H  -0.495  3.831  -0.904
H  2.593  2.281  -1.767
H  1.993  0.696  -2.358
H  2.185  2.056  -3.457
H  -0.075  1.995  -4.162
H  -1.400  2.007  -3.003
H  -0.337  0.574  -3.155

Forces on atoms 1 to 3 (eV/Å):
C 0.4 -0.8 0.1
C 0.1 0.8 -0.2
C -0.4 -0.3 0.8

Mulliken population analysis, charges in e, atoms 1 to 2: -0.25 -0.16

Entry 6:
ORCA calculation (ωB97M-V with the def2-TZVPD basis set) on a structure of composition C9H18Cl9N2O3Y at a distorted geometry.

Computed properties:
E_HOMO   -0.5740 hartree
F_max   4.29 eV/A
Frontier orbital gap   0.28305 Ha
Net charge   +2

Cartesian coordinates (Å):
Y  2.305  -1.300  -0.365
O  1.367  0.169  0.848
H  1.609  0.715  1.606
C  1.752  0.658  -3.252
O  2.209  -0.074  -2.329
N  0.744  1.443  -3.176
C  0.315  2.185  -4.379
C  -0.056  1.589  -2.001
H  2.260  0.699  -4.216
H  1.163  2.426  -5.009
H  -0.153  3.112  -4.056
H  -0.453  1.625  -4.912
H  0.419  1.126  -1.136
H  -0.142  2.648  -1.756
H  -1.041  1.151  -2.155
C  -0.676  -2.713  -1.431
O  0.334  -1.988  -1.148
N  -1.746  -2.768  -0.709
C  -2.908  -3.522  -1.176
C  -2.004  -1.780  0.349
H  -0.643  -3.361  -2.304
H  -3.788  -2.881  -1.136
H  -3.094  -4.374  -0.525
H  -2.773  -3.857  -2.200
H  -2.595  -2.256  1.130
H  -1.083  -1.424  0.793
H  -2.588  -0.962  -0.071
C  -0.179  3.267  1.329
Cl  -1.773  3.012  0.628
Cl  -0.292  4.066  2.883
Cl  0.863  4.140  0.205
H  0.263  2.293  1.487
C  3.104  -0.451  3.829
Cl  4.457  -1.555  3.450
Cl  3.431  1.158  3.150
Cl  2.826  -0.346  5.543
H  2.229  -0.876  3.355
C  -0.665  -0.138  3.734
Cl  -2.165  0.331  2.954
Cl  -0.408  -1.891  3.606
Cl  -0.564  0.386  5.384
H  0.139  0.319  3.173

Forces on atoms 1 to 3 (eV/Å):
Y -3.0 3.0 -0.8
O 1.2 -2.0 -1.1
H 0.3 0.0 -0.2

Mulliken population analysis, charges in e, atoms 1 to 2: 1.75 -0.36

Q: Which E_tot values were calculated for the entries above? A: -893.592413; -722.311884; -722.124967; -899.440779; -849.157137; -4868.552340, in Ha.